Entry 1:
{"formula": "C18H58O11", "method": "wB97M-V/def2-TZVPD", "homo_energy_ev": -9.804, "orbital_gap_ha": 0.376, "total_energy_ha": -1548.23328, "fmax_ev_per_a": 1.62, "lumo_energy_ev": 0.42, "smiles": "CC(C)O.CC(C)O.CC(C)O.CC(C)O.CC(C)O.CC(C)O.O.O.O.O.O", "elements": ["O", "H", "H", "O", "H", "H", "O", "H", "H", "O", "H", "H", "O", "H", "H", "C", "C", "C", "O", "H", "H", "H", "H", "H", "H", "H", "H", "C", "C", "C", "O", "H", "H", "H", "H", "H", "H", "H", "H", "C", "C", "C", "O", "H", "H", "H", "H", "H", "H", "H", "H", "C", "C", "C", "O", "H", "H", "H", "H", "H", "H", "H", "H", "C", "C", "C", "O", "H", "H", "H", "H", "H", "H", "H", "H", "C", "C", "C", "O", "H", "H", "H", "H", "H", "H", "H", "H"], "positions_angstrom": [[2.530, 0.756, 0.724], [1.721, 0.222, 0.767], [2.459, 1.224, -0.118], [-1.340, -1.216, -2.253], [-1.568, -2.115, -2.510], [-0.352, -1.194, -2.283], [-0.110, 0.177, 0.125], [-0.145, 1.077, -0.223], [-0.428, -0.383, -0.602], [-2.836, 2.259, 0.703], [-3.755, 2.235, 0.410], [-2.739, 1.480, 1.276], [-1.156, 2.409, -1.508], [-1.733, 2.447, -0.697], [-1.720, 2.713, -2.227], [-5.974, -2.314, 1.052], [-4.664, -1.563, 1.119], [-4.143, -1.156, -0.240], [-4.917, -0.287, 1.769], [-5.857, -3.246, 0.484], [-6.705, -1.759, 0.460], [-6.395, -2.577, 2.021], [-3.961, -2.162, 1.708], [-4.839, -0.583, -0.856], [-3.943, -2.048, -0.843], [-3.245, -0.544, -0.175], [-4.964, -0.474, 2.716], [-0.476, -3.764, 0.422], [0.637, -3.978, 1.473], [1.600, -5.121, 1.130], [1.414, -2.794, 1.533], [-1.008, -4.715, 0.293], [0.010, -3.568, -0.535], [-1.273, -3.063, 0.670], [0.141, -4.130, 2.438], [1.237, -6.050, 1.570], [2.569, -4.829, 1.535], [1.786, -5.301, 0.069], [0.961, -2.044, 1.139], [3.318, 1.355, -3.569], [2.355, 2.430, -3.088], [1.477, 2.912, -4.269], [1.467, 1.894, -2.120], [3.977, 1.000, -2.775], [3.916, 1.733, -4.397], [2.753, 0.502, -3.947], [2.917, 3.269, -2.653], [1.219, 2.046, -4.882], [1.993, 3.614, -4.933], [0.561, 3.439, -3.996], [0.605, 2.348, -2.172], [1.039, 5.181, 0.047], [0.690, 5.104, 1.535], [0.676, 3.658, 1.994], [1.672, 5.759, 2.373], [1.588, 4.271, -0.214], [1.656, 6.017, -0.284], [0.136, 5.134, -0.566], [-0.265, 5.553, 1.821], [1.675, 3.222, 1.946], [0.067, 3.056, 1.316], [0.285, 3.590, 3.008], [1.757, 6.650, 2.014], [0.433, 0.634, 4.349], [-0.442, -0.236, 3.501], [-1.445, -0.961, 4.394], [-1.197, 0.651, 2.651], [1.158, 1.226, 3.788], [1.003, 0.103, 5.116], [-0.253, 1.324, 4.843], [0.075, -1.004, 2.919], [-2.327, -1.134, 3.771], [-1.850, -0.269, 5.138], [-1.000, -1.822, 4.886], [-0.857, 0.469, 1.760], [2.679, -2.775, -3.883], [2.220, -2.351, -2.502], [3.387, -2.101, -1.549], [1.355, -1.202, -2.550], [3.477, -2.156, -4.297], [1.839, -2.770, -4.579], [3.047, -3.801, -3.808], [1.518, -3.122, -2.167], [4.202, -1.574, -2.042], [3.657, -2.995, -0.984], [3.067, -1.472, -0.710], [1.898, -0.424, -2.772]]}



Entry 2:
{"formula": "C18H58O11", "method": "wB97M-V/def2-TZVPD", "homo_energy_ev": -9.939, "orbital_gap_ha": 0.379, "total_energy_ha": -1548.22565, "fmax_ev_per_a": 1.70, "lumo_energy_ev": 0.38, "smiles": "CC(C)O.CC(C)O.CC(C)O.CC(C)O.CC(C)O.CO.CO.CO.O.O.O", "elements": ["C", "O", "H", "H", "H", "H", "C", "O", "H", "H", "H", "H", "C", "O", "H", "H", "H", "H", "C", "C", "C", "O", "H", "H", "H", "H", "H", "H", "H", "H", "C", "C", "C", "O", "H", "H", "H", "H", "H", "H", "H", "H", "C", "C", "C", "O", "H", "H", "H", "H", "H", "H", "H", "H", "C", "C", "C", "O", "H", "H", "H", "H", "H", "H", "H", "H", "C", "C", "C", "O", "H", "H", "H", "H", "H", "H", "H", "H", "O", "H", "H", "O", "H", "H", "O", "H", "H"], "positions_angstrom": [[-3.003, -0.081, 1.994], [-3.547, 0.554, 0.847], [-2.830, -1.142, 1.814], [-2.049, 0.390, 2.214], [-3.655, 0.009, 2.867], [-4.280, 0.058, 0.480], [-0.330, -3.477, -1.477], [-1.446, -2.859, -2.104], [0.163, -2.789, -0.779], [-0.582, -4.371, -0.905], [0.416, -3.715, -2.232], [-2.120, -2.723, -1.427], [-0.522, -0.151, -0.204], [0.726, -0.537, 0.401], [-0.922, 0.798, 0.152], [-0.450, -0.194, -1.292], [-1.223, -0.934, 0.099], [1.306, 0.255, 0.312], [1.678, -3.441, 2.592], [1.110, -2.254, 3.378], [2.134, -1.126, 3.529], [-0.085, -1.777, 2.754], [2.308, -4.048, 3.242], [2.210, -3.033, 1.732], [0.871, -4.065, 2.210], [0.847, -2.509, 4.407], [1.862, -0.472, 4.353], [2.238, -0.549, 2.606], [3.137, -1.538, 3.678], [0.137, -1.308, 1.919], [-1.662, 3.836, -4.455], [-1.334, 3.100, -3.158], [0.156, 3.050, -2.902], [-1.952, 3.862, -2.082], [-1.442, 3.277, -5.367], [-1.071, 4.758, -4.518], [-2.714, 4.116, -4.520], [-1.857, 2.151, -3.189], [0.626, 2.433, -3.675], [0.351, 2.630, -1.921], [0.589, 4.049, -2.965], [-1.837, 4.803, -2.247], [0.308, 5.895, 1.506], [0.704, 4.986, 0.354], [2.183, 5.161, -0.033], [0.495, 3.615, 0.681], [-0.779, 5.928, 1.630], [0.624, 6.930, 1.373], [0.704, 5.478, 2.435], [0.116, 5.272, -0.534], [2.369, 6.216, -0.225], [2.383, 4.607, -0.948], [2.762, 4.805, 0.820], [-0.466, 3.520, 0.861], [5.250, -1.524, -2.127], [3.924, -0.957, -1.633], [2.978, -0.690, -2.784], [3.367, -1.962, -0.767], [5.883, -1.808, -1.288], [5.772, -0.794, -2.748], [5.064, -2.411, -2.735], [4.128, -0.079, -1.012], [3.382, 0.026, -3.504], [2.024, -0.308, -2.410], [2.782, -1.607, -3.342], [2.553, -1.563, -0.421], [-4.112, -4.353, 2.304], [-2.665, -4.247, 2.704], [-2.020, -5.607, 2.887], [-2.009, -3.516, 1.667], [-4.180, -4.760, 1.295], [-4.586, -3.368, 2.367], [-4.735, -4.955, 2.970], [-2.566, -3.667, 3.629], [-2.442, -6.085, 3.780], [-0.939, -5.587, 3.040], [-2.195, -6.300, 2.060], [-1.240, -3.043, 2.059], [2.408, 1.720, -0.215], [1.802, 2.446, 0.074], [3.292, 2.069, -0.052], [-2.185, -0.808, -3.864], [-3.089, -0.728, -3.542], [-1.825, -1.610, -3.409], [-2.295, 3.105, 0.620], [-2.700, 2.218, 0.661], [-2.181, 3.303, -0.345]]}



Entry 3:
{"formula": "C18H58O11", "method": "wB97M-V/def2-TZVPD", "homo_energy_ev": -9.567, "orbital_gap_ha": 0.364, "total_energy_ha": -1548.11085, "fmax_ev_per_a": 1.61, "lumo_energy_ev": 0.33, "smiles": "CCO.CCO.CCO.CCO.CCO.CCO.CCO.CO.CO.CO.CO", "elements": ["C", "C", "O", "H", "H", "H", "H", "H", "H", "C", "C", "O", "H", "H", "H", "H", "H", "H", "C", "C", "O", "H", "H", "H", "H", "H", "H", "C", "C", "O", "H", "H", "H", "H", "H", "H", "C", "C", "O", "H", "H", "H", "H", "H", "H", "C", "C", "O", "H", "H", "H", "H", "H", "H", "C", "C", "O", "H", "H", "H", "H", "H", "H", "C", "O", "H", "H", "H", "H", "C", "O", "H", "H", "H", "H", "C", "O", "H", "H", "H", "H", "C", "O", "H", "H", "H", "H"], "positions_angstrom": [[6.297, 11.073, 10.150], [7.255, 11.119, 8.966], [8.629, 10.997, 9.287], [6.204, 10.051, 10.532], [5.335, 11.381, 9.746], [6.604, 11.737, 10.970], [7.201, 12.099, 8.512], [6.972, 10.354, 8.242], [8.751, 10.119, 9.648], [12.949, 6.062, 12.687], [13.945, 7.219, 12.920], [13.494, 8.532, 12.651], [12.063, 6.175, 13.287], [13.399, 5.115, 12.914], [12.643, 5.959, 11.638], [14.762, 7.009, 12.237], [14.247, 7.238, 13.954], [13.376, 8.588, 11.678], [13.107, 11.858, 10.848], [13.555, 11.593, 9.440], [13.810, 12.850, 8.838], [13.157, 11.029, 11.554], [12.112, 12.306, 10.843], [13.708, 12.637, 11.298], [12.735, 11.064, 8.943], [14.473, 11.002, 9.464], [14.224, 12.686, 7.986], [5.757, 7.359, 9.172], [6.996, 6.488, 9.018], [6.859, 5.831, 7.752], [5.764, 8.232, 8.494], [5.711, 7.809, 10.190], [4.857, 6.798, 8.883], [6.970, 5.719, 9.791], [7.910, 7.073, 9.057], [7.593, 5.239, 7.655], [9.552, 8.925, 6.632], [10.830, 9.607, 7.166], [11.867, 8.715, 7.517], [8.849, 9.712, 6.376], [9.097, 8.282, 7.379], [9.681, 8.298, 5.764], [10.679, 10.175, 8.098], [11.194, 10.301, 6.402], [12.090, 8.262, 6.705], [11.313, 9.646, 16.788], [11.629, 9.862, 15.306], [11.531, 8.641, 14.600], [11.972, 8.860, 17.149], [10.251, 9.438, 16.818], [11.501, 10.549, 17.384], [12.600, 10.368, 15.116], [10.933, 10.612, 14.907], [12.169, 8.639, 13.852], [6.920, 10.761, 13.866], [6.150, 12.090, 14.038], [6.816, 12.964, 14.894], [6.309, 10.071, 13.266], [7.086, 10.248, 14.800], [7.816, 10.895, 13.255], [5.156, 11.992, 14.498], [6.061, 12.593, 13.083], [7.641, 13.231, 14.491], [8.655, 6.636, 13.123], [7.743, 7.689, 12.775], [8.996, 6.150, 12.219], [9.493, 7.051, 13.703], [8.087, 5.892, 13.689], [7.389, 7.966, 13.630], [14.497, 7.431, 9.359], [13.287, 8.073, 9.824], [14.511, 7.425, 8.269], [15.317, 8.065, 9.746], [14.518, 6.406, 9.728], [12.712, 8.269, 9.049], [9.059, 13.968, 11.311], [9.029, 12.574, 11.506], [9.871, 14.263, 10.644], [8.093, 14.346, 10.934], [9.232, 14.458, 12.277], [8.954, 12.133, 10.630], [10.314, 9.378, 11.498], [9.254, 8.781, 10.739], [9.875, 10.185, 12.094], [10.664, 8.649, 12.231], [11.149, 9.761, 10.914], [8.563, 8.652, 11.413]]}



Entry 4:
{"formula": "C18H58O18", "method": "wB97M-V/def2-TZVPD", "homo_energy_ev": -8.574, "orbital_gap_ha": 0.309, "total_energy_ha": -2073.07726, "fmax_ev_per_a": 12.89, "lumo_energy_ev": -0.15, "elements": ["C", "C", "O", "O", "H", "H", "H", "H", "H", "H", "C", "C", "O", "O", "H", "H", "H", "H", "H", "H", "C", "C", "O", "O", "H", "H", "H", "H", "H", "H", "C", "C", "O", "O", "H", "H", "H", "H", "H", "H", "C", "C", "O", "O", "H", "H", "H", "H", "H", "H", "C", "C", "O", "O", "H", "H", "H", "H", "H", "H", "C", "C", "O", "O", "H", "H", "H", "H", "H", "H", "C", "O", "H", "H", "H", "H", "C", "O", "H", "H", "H", "H", "C", "O", "H", "H", "H", "H", "C", "O", "H", "H", "H", "H"], "positions_angstrom": [[3.422, 1.518, -0.155], [3.815, 2.147, -1.511], [4.496, 1.140, -2.216], [2.018, 1.136, -0.142], [3.634, 2.190, 0.676], [4.096, 0.675, -0.002], [4.443, 3.013, -1.299], [2.934, 2.550, -2.011], [4.000, 0.818, -2.972], [1.996, 0.239, -0.485], [3.346, -1.571, 1.375], [2.340, -2.123, 0.366], [1.030, -1.663, 0.750], [3.016, -2.069, 2.643], [3.424, -0.484, 1.404], [4.369, -1.917, 1.224], [2.372, -3.202, 0.516], [2.544, -1.947, -0.690], [0.811, -0.832, 0.322], [2.065, -1.949, 2.689], [-3.630, 0.986, -1.255], [-4.677, -0.122, -1.613], [-5.540, -0.547, -0.556], [-2.532, 0.468, -0.500], [-4.115, 1.814, -0.737], [-3.282, 1.468, -2.169], [-4.219, -0.942, -2.166], [-5.297, 0.481, -2.277], [-5.075, -1.304, -0.193], [-1.931, 1.180, -0.271], [1.807, -0.861, -1.979], [2.032, 0.265, -2.977], [3.201, 0.312, -3.784], [2.789, -0.540, -1.110], [1.980, -1.848, -2.408], [0.864, -0.816, -1.434], [1.913, 1.237, -2.500], [1.187, 0.141, -3.653], [2.966, 1.072, -4.322], [3.664, -0.638, -1.493], [-2.278, -1.593, 2.231], [-2.397, -3.133, 2.463], [-1.077, -3.659, 2.398], [-2.503, -1.295, 0.915], [-1.279, -1.211, 2.441], [-2.919, -1.081, 2.948], [-2.946, -3.676, 1.695], [-2.756, -3.350, 3.469], [-0.927, -4.454, 1.881], [-1.985, -1.900, 0.378], [0.212, 2.480, -1.937], [-0.477, 2.756, -0.527], [-1.409, 3.790, -0.665], [-0.638, 1.581, -2.729], [1.211, 2.045, -1.929], [0.286, 3.449, -2.431], [0.259, 3.022, 0.232], [-0.893, 1.807, -0.191], [-1.577, 4.186, 0.193], [-0.188, 1.470, -3.570], [-1.307, -2.550, -1.003], [0.153, -2.405, -1.244], [0.972, -3.385, -0.614], [-1.566, -2.967, 0.342], [-1.866, -3.211, -1.666], [-1.647, -1.515, -1.029], [0.505, -1.443, -0.872], [0.300, -2.269, -2.315], [1.241, -3.057, 0.247], [-0.819, -3.536, 0.542], [-0.472, 1.805, 2.737], [-1.248, 2.094, 1.594], [0.119, 0.889, 2.715], [0.106, 2.721, 2.859], [-1.128, 1.700, 3.601], [-1.586, 1.222, 1.377], [-3.361, 0.758, 1.672], [-2.072, 0.264, 1.918], [-3.829, 0.299, 0.801], [-3.986, 0.752, 2.564], [-3.170, 1.811, 1.467], [-1.969, -0.636, 1.599], [-0.542, -0.160, 0.543], [0.563, -0.003, -0.283], [-1.475, 0.292, 0.208], [-0.681, -1.240, 0.582], [-0.398, 0.248, 1.544], [1.012, 0.844, -0.242], [1.443, 2.243, 1.526], [2.059, 1.452, 2.523], [0.613, 1.830, 0.954], [1.137, 3.141, 2.062], [2.272, 2.483, 0.860], [2.632, 0.819, 2.084]]}



Entry 5:
{"formula": "C18H60N6O12", "method": "wB97M-V/def2-TZVPD", "homo_energy_ev": -8.640, "orbital_gap_ha": 0.319, "total_energy_ha": -1952.94599, "fmax_ev_per_a": 14.77, "lumo_energy_ev": 0.05, "smiles": "NC(N)=O.NC(N)=O.NC(N)=O.CCO.CCO.CCO.CCO.CCO.CCO.CO.CO.CO", "elements": ["C", "C", "O", "H", "H", "H", "H", "H", "H", "C", "C", "O", "H", "H", "H", "H", "H", "H", "C", "C", "O", "H", "H", "H", "H", "H", "H", "C", "C", "O", "H", "H", "H", "H", "H", "H", "C", "C", "O", "H", "H", "H", "H", "H", "H", "C", "C", "O", "H", "H", "H", "H", "H", "H", "C", "O", "N", "N", "H", "H", "H", "H", "C", "O", "N", "N", "H", "H", "H", "H", "C", "O", "N", "N", "H", "H", "H", "H", "C", "O", "H", "H", "H", "H", "C", "O", "H", "H", "H", "H", "C", "O", "H", "H", "H", "H"], "positions_angstrom": [[1.995, 0.587, -2.292], [1.614, -0.874, -2.152], [0.428, -0.950, -2.890], [1.139, 1.260, -2.212], [2.459, 0.623, -3.239], [2.723, 0.941, -1.504], [1.619, -1.257, -1.179], [2.330, -1.481, -2.703], [0.446, -0.450, -3.697], [-1.878, -0.623, 3.230], [-1.524, -1.246, 4.579], [-2.404, -2.336, 4.704], [-2.936, -0.688, 3.058], [-1.390, -1.322, 2.487], [-1.403, 0.311, 3.113], [-1.589, -0.596, 5.405], [-0.449, -1.484, 4.465], [-3.337, -2.160, 4.566], [0.757, 0.029, 1.060], [-0.539, -0.065, 0.256], [-0.687, 1.186, -0.421], [0.953, -0.884, 1.660], [0.834, 0.734, 1.851], [1.670, 0.250, 0.477], [-1.449, 0.020, 0.930], [-0.564, -0.984, -0.252], [-1.156, 1.026, -1.241], [5.489, -1.125, 1.027], [4.323, -0.741, 0.208], [4.686, -0.995, -1.131], [5.236, -0.828, 2.041], [6.413, -0.753, 0.748], [5.585, -2.183, 1.133], [3.986, 0.355, 0.370], [3.451, -1.333, 0.401], [4.993, -0.165, -1.535], [-1.568, -3.478, 0.192], [-0.890, -3.747, -1.075], [-0.189, -4.968, -1.051], [-0.791, -3.440, 1.002], [-2.281, -4.293, 0.437], [-2.122, -2.517, 0.265], [-0.308, -2.909, -1.455], [-1.663, -3.969, -1.859], [0.712, -4.652, -1.106], [-0.222, 4.136, -4.996], [-0.832, 3.552, -3.729], [-2.044, 3.001, -3.985], [-0.785, 5.082, -5.094], [-0.285, 3.544, -5.877], [0.836, 4.327, -4.733], [-0.862, 4.353, -3.013], [-0.249, 2.636, -3.238], [-2.648, 3.769, -4.175], [-0.532, 3.487, 2.063], [-1.779, 2.939, 2.351], [0.167, 3.253, 1.025], [-0.019, 4.376, 2.794], [-0.289, 2.423, 0.533], [1.276, 3.356, 1.082], [-0.584, 4.712, 3.562], [0.595, 5.030, 2.348], [2.763, -4.079, -0.322], [1.922, -3.339, 0.388], [3.747, -3.614, -1.037], [2.591, -5.228, -0.594], [3.925, -2.564, -1.186], [4.583, -4.152, -1.329], [1.844, -5.745, -0.095], [3.260, -5.829, -1.127], [-2.865, -0.155, -2.003], [-3.072, -1.541, -2.157], [-2.208, 0.611, -2.843], [-3.502, 0.368, -0.952], [-1.816, 0.143, -3.653], [-2.127, 1.637, -2.921], [-4.160, -0.233, -0.508], [-3.440, 1.339, -0.674], [-4.440, 1.632, 2.100], [-5.607, 0.861, 2.318], [-3.512, 1.043, 2.407], [-4.381, 2.588, 2.556], [-4.271, 1.614, 0.970], [-5.701, 0.297, 1.582], [-2.739, 3.759, -0.998], [-4.082, 3.489, -0.807], [-2.279, 3.796, -0.050], [-2.554, 4.732, -1.390], [-2.275, 3.000, -1.602], [-4.572, 4.312, -0.603], [3.122, -1.627, 3.372], [3.999, -2.190, 4.347], [3.006, -2.141, 2.438], [3.402, -0.623, 3.046], [2.153, -1.519, 3.850], [4.819, -2.443, 3.889]]}



Number 2 is which compound?
C18H58O11